Computed, not measured: the ion C2H4Br2N with charge +1 in a non-equilibrium geometry, with the ωB97M-V functional and the def2-TZVPD basis.

Cartesian coordinates (Å):
Br 0.94818 2.03001 2.09064
C 1.05918 1.02738 0.47514
Br 2.36198 1.65438 -0.82345
C 0.62264 -0.35254 0.27596
N -0.20364 0.70677 -0.33101
H 1.21883 -0.98168 -0.48070
H 0.24085 -0.89400 1.04363
H -0.42039 0.83342 -1.37098
H -0.94367 0.85871 0.24743

Summary:
Structure (SMILES): BrC1(Br)C[NH2+]1
Highest occupied orbital energy: -0.5611 hartree
Total charge: +1
Orbital gap: 11.1 eV
2S+1: 1

---

Computed, not measured: a cluster of 7 separate species, C37H37N5O4 in total in a non-equilibrium geometry, with the ωB97M-V functional and the def2-TZVPD basis.

Cartesian coordinates (Å):
O 1.77750 0.60637 0.05667
C 0.45862 0.45430 0.01804
C -0.44068 1.11900 0.89160
C -1.94566 1.01784 0.80181
C -2.43522 -0.09327 0.07209
O -3.72157 -0.34041 -0.04175
C -1.56304 -0.58897 -0.94052
C -0.19608 -0.34846 -0.95543
H 2.18313 -0.01595 -0.61692
H 0.14135 1.84446 1.51170
H -2.53723 1.59337 1.47290
H -4.40195 0.36700 0.28398
H -1.87796 -1.48854 -1.37812
H 0.45456 -1.08589 -1.69187
O -7.16651 2.72903 -4.79243
C -6.89913 2.68955 -3.43944
C -5.52142 2.83709 -3.07859
C -4.93539 2.57713 -1.66653
C -5.95372 2.12301 -0.72558
O -5.67471 1.83721 0.56824
C -7.36820 2.09006 -1.15064
C -7.72077 2.38168 -2.37670
H -7.91935 2.23805 -4.87072
H -4.71415 2.96413 -3.71847
H -3.85238 2.61929 -1.66019
H -6.44049 1.67126 1.19086
H -7.80602 1.86108 -0.17535
H -8.80411 2.32361 -2.71832
C 4.33226 1.26583 2.21913
C 5.56317 1.88095 2.05203
C 6.69380 1.55060 2.94231
N 6.57238 0.51536 3.87833
C 5.47817 -0.15394 3.98150
C 4.25720 0.14761 3.19958
H 3.49689 1.46704 1.48966
H 5.54274 2.75647 1.42219
H 7.49749 1.95109 2.49563
H 5.34854 -0.91739 4.79024
H 3.43887 -0.36118 3.29298
C -2.30554 -4.22788 1.40854
C -2.00071 -5.60889 1.38673
C -2.48007 -6.25228 0.20859
N -3.24590 -5.61230 -0.67590
C -3.41137 -4.26809 -0.72046
C -2.94735 -3.51547 0.39325
H -2.16437 -3.63459 2.35101
H -1.56795 -6.13988 2.24184
H -2.43262 -7.30745 0.05403
H -3.92396 -3.86579 -1.42898
H -3.04190 -2.48595 0.67250
C 3.33357 4.84895 -1.61947
C 3.26579 3.44326 -1.68305
C 4.37920 2.69788 -1.86801
N 5.55303 3.28137 -2.19937
C 5.55637 4.59661 -2.19461
C 4.59505 5.44855 -1.97353
H 2.52468 5.34661 -1.67691
H 2.24069 2.82109 -1.44190
H 4.15113 1.52740 -2.01834
H 6.34380 5.07692 -2.59236
H 4.72452 6.45012 -1.82497
C 0.76819 -3.35488 5.22689
C 0.21873 -2.60734 6.17656
C -0.25253 -1.34361 5.89268
N -0.24432 -0.84038 4.61184
C 0.16485 -1.61898 3.61144
C 0.63527 -2.94995 3.83743
H 1.19314 -4.36154 5.38764
H 0.03118 -3.02299 7.23513
H -0.35329 -0.71839 6.81062
H 0.04183 -1.26165 2.53125
H 1.02311 -3.70431 3.14904
C 1.64836 -1.90632 -4.36925
C 2.29763 -2.39678 -3.28443
C 3.31590 -1.52117 -2.70463
N 3.40552 -0.27627 -3.09894
C 2.69275 0.33871 -4.06141
C 1.81726 -0.58211 -4.72487
H 1.09371 -2.52408 -5.02731
H 2.09553 -3.31873 -2.90918
H 3.92120 -1.80593 -1.97555
H 2.58560 1.37208 -4.16032
H 1.41339 -0.30102 -5.58713

Summary:
Structure (SMILES): Oc1ccc(O)cc1.Oc1ccc(O)cc1.c1ccncc1.c1ccncc1.c1ccncc1.c1ccncc1.c1ccncc1
Highest occupied orbital energy: -0.2940 hartree
Total charge: 0
Orbital gap: 8.3 eV
2S+1: 1

---

Computed, not measured: a structure of composition C15H31BrP2Pt in a non-equilibrium geometry, with the ωB97M-V functional and the def2-TZVPD basis.

Cartesian coordinates (Å):
P -1.64550 -3.17219 -4.66068
P -0.84409 -0.21140 -4.80283
C -2.01991 -2.06785 -6.25508
C -0.68207 -1.38847 -6.18827
H -2.85228 -1.47175 -5.85080
H -2.36916 -2.38783 -7.24167
H 0.22132 -1.92207 -5.86443
H -0.37564 -0.91166 -7.11872
C -1.85030 0.89317 -6.09182
H -1.43581 1.88212 -6.29231
H -2.90447 0.96585 -5.84756
H -1.75551 0.34317 -7.03636
C 0.90845 0.50220 -5.76381
H 0.82308 0.35367 -6.85900
H 1.69228 -0.17046 -5.37314
H 1.10660 1.58044 -5.63784
C -2.74176 -4.44729 -5.31864
H -3.17472 -4.98437 -4.47166
H -2.11206 -5.13206 -5.90720
H -3.52680 -4.06596 -5.98581
C -0.00500 -4.03075 -4.72845
H 0.88191 -3.39429 -4.63346
H -0.00301 -4.55427 -5.68628
H -0.02712 -4.77840 -3.93265
Pt -1.71977 -1.64391 -3.32209
C 0.68091 3.89693 -4.24348
C -0.15082 3.18880 -3.47662
C 0.05344 2.30209 -2.23366
C 1.42817 1.81936 -1.69354
C 2.53267 1.54490 -2.68509
C 3.37408 2.42031 -3.26668
C 3.10961 3.73850 -3.94160
C 1.82690 4.48114 -3.51467
C -0.84992 -2.77884 -1.68704
H 0.53672 3.94506 -5.34202
H -1.01728 2.74919 -3.96536
H -0.40200 1.33658 -2.53103
H -0.55089 2.63330 -1.35394
H 1.75577 2.37012 -0.80207
H 1.24100 0.83346 -1.23550
H 2.80988 0.48722 -2.71610
H 4.38839 2.06013 -3.51653
H 3.03962 3.59457 -5.02319
H 3.98240 4.38913 -3.84844
H 1.58253 4.32074 -2.46079
H 1.95126 5.55312 -3.61691
H -0.06324 -2.09145 -1.39857
H -0.53389 -3.66646 -2.21860
H -1.58474 -2.97435 -0.90773
Br -2.74583 -0.24939 -1.47368

Summary:
Highest occupied orbital energy (spin up / spin down): -0.2300 / -0.3114 hartree
Total charge: 0
Orbital gap (spin up / spin down): 6.6 / 6.3 eV
2S+1: 3